# 1
{
  "formula": "C4H7N2",
  "method": "ωB97M-V/def2-TZVPD",
  "species": ["C", "C", "C", "N", "C", "N", "H", "H", "H", "H", "H", "H", "H"],
  "coordinates": [[1.32068, -0.92617, -1.28147], [0.56216, -0.47888, -0.23145], [-0.89734, -0.75143, 0.15459], [-1.31451, 0.35628, 1.08448], [-0.25766, 1.20838, 0.99103], [0.77543, 0.86439, 0.30952], [2.15266, -0.27923, -1.52470], [1.00264, -1.90912, -1.56585], [-1.41043, -0.63581, -0.81582], [-0.94983, -1.83175, 0.49899], [-2.21215, 0.96891, 0.52177], [-0.41467, 2.11042, 1.68832], [1.64302, 1.30401, 0.17060]],
  "e_tot_ev": -7232.591,
  "e_above_lowest_kcal_mol": 72.6,
  "multiplicity": 1,
  "smiles": "C=C1C[NH+]=CN1",
  "total_charge": 1
}



# 2
{
  "formula": "C7H15BrO2",
  "method": "ωB97M-V/def2-TZVPD",
  "species": ["C", "C", "C", "Br", "C", "O", "C", "C", "O", "C", "H", "H", "H", "H", "H", "H", "H", "H", "H", "H", "H", "H", "H", "H", "H"],
  "coordinates": [[4.28869, 0.47431, -0.53177], [3.07205, 0.28574, 0.46431], [1.80216, -0.21797, -0.27976], [1.08006, 1.31453, -1.32792], [0.65480, -0.64875, 0.70247], [-0.42084, -1.08325, -0.10869], [-1.69313, -0.82472, 0.47521], [-2.68444, -0.64701, -0.73708], [-4.00719, -0.36647, -0.32814], [-4.13258, 0.99884, 0.08268], [3.98950, 0.26681, -1.58087], [4.67863, 1.50166, -0.43253], [5.04137, -0.29841, -0.27568], [2.83060, 1.28696, 0.88024], [3.36663, -0.41322, 1.27364], [1.98143, -1.09488, -0.92987], [0.39587, 0.14529, 1.42930], [1.07148, -1.52092, 1.26909], [-2.01845, -1.75776, 0.99228], [-1.72713, 0.06828, 1.12903], [-2.28022, 0.09991, -1.46208], [-2.66574, -1.61797, -1.27918], [-4.22693, 1.01964, 1.19239], [-5.08531, 1.38366, -0.33167], [-3.31134, 1.64568, -0.28540]],
  "e_tot_ev": -81638.321,
  "multiplicity": 1,
  "smiles": "CC[C@H](Br)COCCOC",
  "total_charge": 0
}



# 3
{
  "formula": "C3H5P",
  "method": "ωB97M-V/def2-TZVPD",
  "species": ["C", "P", "C", "C", "H", "H", "H", "H", "H"],
  "coordinates": [[-2.32312, -0.65680, -1.03841], [-2.20204, 0.33741, 0.50666], [-0.78609, -0.46005, 0.30808], [0.62767, -0.90254, 0.05768], [-1.94451, -0.36962, -2.05053], [-2.45823, -1.66747, -0.78200], [1.28648, -1.05107, 0.81104], [1.06976, -0.10585, -0.58695], [0.59392, -1.72674, -0.62616]],
  "e_tot_ev": -12476.612,
  "e_above_lowest_kcal_mol": 46.7,
  "multiplicity": 1,
  "smiles": "C=P#CC",
  "total_charge": 0
}



# 4
{
  "formula": "C5H4N4O",
  "method": "ωB97M-V/def2-TZVPD",
  "species": ["O", "C", "N", "N", "C", "C", "N", "C", "N", "C", "H", "H", "H", "H"],
  "coordinates": [[-2.42315, -0.01259, -1.16914], [-1.53801, -0.09119, -0.32478], [-1.54976, 0.46225, 0.94390], [-0.52599, -0.16589, 1.74721], [0.25782, -0.92120, 0.84167], [1.43196, -1.59185, 0.93496], [1.93496, -2.22765, -0.10661], [1.33428, -2.16771, -1.31755], [0.16023, -1.56985, -1.46102], [-0.36147, -0.95132, -0.39065], [-2.45857, 0.70722, 1.30843], [0.00330, 0.35429, 2.44458], [1.94609, -1.60445, 1.90858], [1.79017, -2.65311, -2.18539]],
  "e_tot_ev": -13256.490,
  "e_above_lowest_kcal_mol": 14.5,
  "multiplicity": 1,
  "smiles": "O=c1[nH][nH]c2cncnc12",
  "total_charge": 0
}



# 5
{
  "formula": "C2H4BrNS",
  "method": "ωB97M-V/def2-TZVPD",
  "species": ["H", "N", "C", "Br", "S", "C", "H", "H", "H"],
  "coordinates": [[-1.18589, -2.46963, 1.35233], [-0.63736, -1.74694, 0.94808], [0.41375, -1.88577, 0.46289], [1.55931, -4.02591, 0.78230], [1.36333, -1.02730, -0.51606], [0.27504, 0.49207, -0.58936], [-0.09068, 0.52231, -1.58923], [0.68475, 1.52085, -0.40618], [-0.46262, 0.30919, 0.09987]],
  "e_tot_ev": -84504.951,
  "e_above_lowest_kcal_mol": 22.9,
  "multiplicity": 1,
  "smiles": "[H]/N=C(\\Br)SC",
  "total_charge": 0
}



# 6
{
  "formula": "C52H58F3IrN3O3S2SbSi",
  "method": "ωB97M-V/def2-TZVPD",
  "species": ["Ir", "N", "C", "C", "C", "C", "C", "C", "S", "N", "C", "C", "C", "C", "C", "C", "N", "H", "H", "H", "H", "H", "H", "H", "H", "H", "C", "C", "C", "C", "O", "Si", "S", "O", "C", "C", "C", "C", "O", "C", "C", "C", "C", "H", "H", "H", "H", "H", "H", "H", "H", "H", "H", "H", "H", "H", "H", "H", "H", "H", "H", "H", "H", "H", "H", "H", "H", "H", "H", "H", "C", "H", "H", "H", "F", "C", "F", "F", "C", "C", "C", "C", "C", "C", "C", "C", "H", "H", "H", "H", "C", "C", "C", "C", "C", "C", "Sb", "C", "C", "C", "C", "C", "C", "C", "C", "C", "C", "C", "C", "H", "H", "H", "H", "H", "H", "H", "H", "H", "H", "H", "H", "H", "H", "H"],
  "coordinates": [[0.01785, 0.45818, -0.25142], [1.41752, -3.91440, 0.54604], [1.73622, -4.29801, 1.81571], [1.91614, -5.65524, 2.10670], [2.30372, -6.05518, 3.36300], [2.51955, -5.11046, 4.37283], [2.32785, -3.76955, 4.11465], [1.91745, -3.34996, 2.84846], [1.57766, -1.67112, 2.50482], [0.94505, -1.63638, 1.01098], [1.04494, -2.65650, 0.12783], [0.69400, -2.45912, -1.23126], [0.86896, -3.46907, -2.21685], [0.46596, -3.26092, -3.50556], [-0.13898, -2.04273, -3.84142], [-0.27015, -1.09159, -2.85363], [0.12801, -1.26081, -1.59691], [1.42321, -4.64834, -0.14758], [1.73690, -6.38305, 1.32913], [2.44221, -7.10492, 3.57351], [2.82335, -5.43662, 5.35621], [2.47425, -3.03282, 4.88963], [1.33538, -4.40885, -1.96499], [0.61013, -4.02299, -4.25536], [-0.48218, -1.84015, -4.84087], [-0.72302, -0.13734, -3.08526], [-1.04035, 6.58137, 0.25697], [-2.06346, 5.60725, -0.33275], [-3.22365, 6.35991, -0.98191], [-2.57833, 4.65861, 0.74734], [-1.36532, 4.85403, -1.32540], [-1.75494, 3.66448, -2.32486], [-1.74656, 1.74723, -1.27868], [-0.69239, 3.48851, -3.51044], [0.45356, 4.22830, -3.94436], [0.80599, 3.67021, -5.32501], [1.59203, 3.98178, -2.95770], [0.09981, 5.71227, -4.01068], [-3.28153, 3.77621, -2.81656], [-4.02560, 3.19087, -3.88570], [-5.44548, 2.98256, -3.35755], [-4.05206, 4.18078, -5.04956], [-3.39782, 1.87023, -4.32477], [-1.49582, 7.16024, 1.05548], [-0.68456, 7.26536, -0.51028], [-0.19319, 6.03036, 0.66022], [-3.77425, 6.93010, -0.23879], [-3.89778, 5.65103, -1.45400], [-2.84638, 7.04473, -1.73686], [-3.06380, 5.22689, 1.53447], [-1.74927, 4.09766, 1.17294], [-3.29412, 3.96198, 0.31605], [1.00730, 2.60365, -5.24562], [1.68978, 4.16487, -5.71694], [-0.01795, 3.82309, -6.01924], [1.77566, 2.91336, -2.85906], [1.32317, 4.37682, -1.98173], [2.49870, 4.46671, -3.30602], [-0.73645, 5.86629, -4.68908], [0.94440, 6.30191, -4.35553], [-0.18512, 6.05328, -3.01931], [-5.85420, 3.93698, -3.03186], [-5.44592, 2.29212, -2.51681], [-6.07258, 2.58268, -4.14823], [-4.50613, 5.11318, -4.72665], [-4.63676, 3.77492, -5.86969], [-3.04237, 4.37704, -5.39915], [-3.39353, 1.15985, -3.49948], [-2.37231, 2.03834, -4.64661], [-3.96740, 1.44958, -5.14756], [0.32054, 1.67924, 1.43359], [-0.64853, 1.80320, 1.91961], [0.70086, 2.66206, 1.16419], [1.00864, 1.24353, 2.15768], [8.70884, 2.18770, -3.33101], [8.53583, 1.04789, -2.63691], [8.88401, 0.04660, -3.45572], [9.44444, 1.06906, -1.64593], [7.12792, 0.92646, -2.12981], [6.61761, 1.93199, -1.31440], [5.30786, 1.85986, -0.88451], [4.49653, 0.78501, -1.26270], [5.02875, -0.21699, -2.08060], [6.33756, -0.14895, -2.51291], [3.14506, 0.70624, -0.84558], [1.97435, 0.63191, -0.52261], [7.24954, 2.76194, -1.03273], [4.89488, 2.63700, -0.26235], [4.40017, -1.04034, -2.38039], [6.75080, -0.91639, -3.15039], [-4.33920, -4.74129, -1.52881], [-2.96601, -4.59591, -1.43268], [-2.43265, -3.48762, -0.79740], [-3.26243, -2.51375, -0.26487], [-4.63537, -2.64708, -0.39650], [-5.17356, -3.76572, -1.01083], [-2.42748, -0.80422, 0.77574], [-1.77907, -1.80179, 2.57595], [-1.58236, -1.00813, 3.69663], [-1.18205, -1.57770, 4.89153], [-0.96799, -2.94467, 4.96465], [-1.15986, -3.73796, 3.84481], [-1.55726, -3.16568, 2.64708], [-4.30992, -0.17476, 1.67030], [-4.89206, 1.04023, 1.35514], [-6.10882, 1.39866, 1.91733], [-6.74972, 0.53846, 2.79260], [-6.17033, -0.68127, 3.10476], [-4.95270, -1.03665, 2.54844], [-4.75851, -5.61036, -2.01099], [-2.30660, -5.34350, -1.85065], [-1.36154, -3.38399, -0.71551], [-5.29710, -1.88581, -0.00951], [-6.24612, -3.87567, -1.08056], [-1.75077, 0.05991, 3.63434], [-1.04398, -0.95713, 5.76493], [-0.65323, -3.39386, 5.89409], [-1.01395, -4.80663, 3.90895], [-1.70364, -3.78665, 1.77183], [-4.39550, 1.70826, 0.66357], [-6.55513, 2.35094, 1.67067], [-7.69780, 0.81590, 3.22996], [-6.66977, -1.35821, 3.78338], [-4.51251, -1.99429, 2.79436]],
  "e_tot_ev": -112551.513,
  "e_above_lowest_kcal_mol": 53.1,
  "multiplicity": 2,
  "total_charge": 1
}